One molecule with the formula C13H14N2O2S. Source: the Open Molecules 2025 dataset; level of theory: the ωB97M-V functional and the def2-TZVPD basis.

## Properties
SMILES	COc1ccc(OCCSc2ncccn2)cc1
energy above the lowest of the compared OMol25 structures with the same formula, charge and spin	2.182	eV
charge	0
E_HOMO	-7.885	eV
Kohn-Sham gap	8.7	eV

Last column: Mulliken charge in e.
CARTESIAN COORDINATES (ANGSTROEM)
1 C -6.274531 -1.475496 0.089462  -0.829
2 H -7.334298 -1.334552 0.296804  0.235
3 O -5.666795 -0.236246 0.356019  -0.433
4 C -4.314664 -0.128893 0.191064  0.663
5 C -3.476668 -1.152037 -0.240562  -0.128
6 C -2.119857 -0.926959 -0.368234  -0.849
7 C -1.565790 0.314696 -0.072341  0.286
8 C -2.403303 1.339309 0.355344  -0.147
9 C -3.760153 1.113766 0.484314  -0.777
10 H -4.416076 1.902632 0.816649  0.390
11 H -2.015152 2.317590 0.590711  0.360
12 O -0.213666 0.421589 -0.241864  -0.283
13 C 0.418696 1.628287 0.108779  -0.692
14 C 1.913934 1.433783 -0.072254  -0.657
15 H 2.130183 0.986154 -1.039939  0.336
16 H 2.443587 2.379507 0.027974  0.481
17 S 2.553317 0.289848 1.207106  -0.194
18 C 4.088495 -0.127108 0.506212  0.369
19 N 4.831290 -0.971865 1.213900  -0.531
20 C 5.997155 -1.308995 0.701216  -0.047
21 C 6.443673 -0.815016 -0.519906  -0.489
22 C 5.587000 0.061813 -1.167742  -0.146
23 N 4.416353 0.411027 -0.663606  -0.341
24 H 5.833751 0.509087 -2.122615  0.402
25 H 7.396416 -1.094508 -0.936179  0.373
26 H 6.587656 -1.997430 1.292004  0.399
27 H 0.080175 2.445894 -0.545889  0.411
28 H 0.197910 1.894091 1.151770  0.416
29 H -1.463332 -1.715636 -0.699577  0.392
30 H -3.865386 -2.129064 -0.479603  0.363
31 H -6.148110 -1.770197 -0.957735  0.330
32 H -5.881821 -2.265080 0.738703  0.336

Atoms 1-6, force components in eV/Å:
C -0.1 -0.2 0.0
H 0.1 -0.1 0.0
O 0.1 0.2 0.0
C 0.1 0.2 0.0
C -0.3 0.0 0.0
C 0.3 0.3 0.0

One molecule with the formula C13H14N2O4 at a distorted geometry. Source: the Open Molecules 2025 dataset; level of theory: the ωB97M-V functional and the def2-TZVPD basis.

## Properties
SMILES	COc1ccc(NC(=O)c2cc(C)on2)cc1OC
energy above the lowest of the compared OMol25 structures with the same formula, charge and spin	1.867	eV
charge	0
E_HOMO	-7.724	eV
Kohn-Sham gap	8.5	eV

Last column: Mulliken charge in e.
CARTESIAN COORDINATES (ANGSTROEM)
1 C -5.461998 -1.781477 0.001715  -0.971
2 O -4.795475 -0.545517 0.002985  -0.424
3 C -3.419120 -0.535862 0.001734  1.223
4 C -2.656489 -1.697726 0.002799  -0.306
5 C -1.275386 -1.663785 0.002680  -1.450
6 C -0.611860 -0.442542 0.001887  0.336
7 C -1.359578 0.726060 0.000383  -0.398
8 C -2.751094 0.704115 -0.000087  0.151
9 O -3.309838 1.944268 -0.001242  -0.448
10 C -4.706157 2.132318 -0.017684  -0.742
11 H -5.163342 1.703525 -0.911888  0.266
12 H -5.183635 1.710474 0.869150  0.262
13 H -4.843741 3.213716 -0.023540  0.287
14 H -0.873599 1.686683 -0.000276  0.631
15 N 0.783839 -0.448302 0.001212  -0.067
16 C 1.647513 0.599293 0.007346  0.399
17 O 1.356924 1.777278 0.015409  -0.700
18 C 3.060153 0.137944 0.002459  0.493
19 N 3.389764 -1.134132 -0.006614  -0.424
20 O 4.737019 -1.200067 -0.009753  -0.182
21 C 5.249831 0.043022 -0.002532  0.449
22 C 4.223995 0.945975 0.005573  -0.557
23 H 4.263076 2.013443 0.012658  0.421
24 C 6.723107 0.201260 -0.004679  -1.161
25 H 7.152824 -0.280516 0.872211  0.305
26 H 7.149133 -0.271003 -0.888512  0.305
27 H 6.979461 1.255933 0.000518  0.319
28 H 1.222096 -1.361878 -0.003396  0.296
29 H -0.716856 -2.587756 0.003449  0.344
30 H -3.143237 -2.659352 0.004151  0.381
31 H -5.227150 -2.368527 -0.892368  0.356
32 H -5.229419 -2.369111 0.896017  0.355
33 H -6.523527 -1.536735 0.000477  0.252

Atoms 1-6, force components in eV/Å:
C -0.1 -0.2 0.0
O 0.3 0.3 0.0
C -0.1 0.1 0.0
C -0.1 0.1 0.0
C 0.1 0.1 0.0
C -0.6 0.1 0.0

One molecule with the formula C13H14N4O2S at a distorted geometry. Source: the Open Molecules 2025 dataset; level of theory: the ωB97M-V functional and the def2-TZVPD basis.

## Properties
SMILES	CN(C(=O)[C@@H]1CCCO1)c1nnc(-c2ccccn2)s1
energy above the lowest of the compared OMol25 structures with the same formula, charge and spin	2.955	eV
charge	0
E_HOMO	-8.793	eV
Kohn-Sham gap	8.6	eV

Last column: Mulliken charge in e.
CARTESIAN COORDINATES (ANGSTROEM)
1 O 0.816111 2.187425 3.273139  -0.636
2 N 1.241655 -1.326989 -0.933375  -0.551
3 N 1.344138 -0.417248 0.108179  -0.210
4 N -1.468940 -3.614169 -1.744583  -0.473
5 O 0.122058 2.494232 -0.019605  -0.466
6 S -0.884635 -1.668836 0.482105  -0.246
7 C 0.828617 1.590233 2.188203  0.207
8 C 0.136946 -2.072188 -0.879216  0.023
9 C 0.348605 -0.472558 0.950876  0.460
10 C -1.903843 -4.507663 -2.655416  -0.255
11 C -0.280095 -3.042855 -1.848500  0.754
12 C -1.121069 -4.843979 -3.759045  -0.424
13 C 0.558883 -3.366530 -2.946407  -0.314
14 C 0.129214 -4.303846 -3.918703  -0.441
15 N 0.304285 0.314149 2.130864  0.193
16 C -0.514221 -0.139985 3.294023  -1.036
17 C -0.823222 3.456472 0.457763  -0.497
18 C 1.198680 2.433559 0.942963  0.115
19 C 0.023473 4.530236 1.109218  -0.455
20 C 1.385349 3.903530 1.190942  -0.822
21 H -2.906416 -4.888538 -2.516380  0.415
22 H -1.434437 -5.609882 -4.439555  0.366
23 H 1.515040 -2.858929 -3.030836  0.431
24 H 0.775055 -4.491124 -4.759258  0.421
25 H -1.077824 -1.063773 3.130716  0.407
26 H -1.237286 0.656123 3.599391  0.318
27 H 0.174113 -0.312648 4.143855  0.289
28 H -1.476760 2.959648 1.159495  0.249
29 H -1.391141 3.858074 -0.392633  0.335
30 H 2.073768 1.998398 0.503534  0.641
31 H 0.040260 5.459799 0.545874  0.320
32 H -0.399940 4.755058 2.111657  0.230
33 H 2.024573 4.284982 0.368931  0.333
34 H 1.879007 4.119823 2.151780  0.319

Atoms 1-6, force components in eV/Å:
O 0.1 -1.2 -1.1
N -1.6 -0.5 0.6
N -0.4 -0.9 -0.1
N -1.2 -0.4 0.4
O 0.2 -1.1 -0.1
S 0.8 0.6 0.2